# 1
This record from the OMol25 dataset describes a cluster of 7 separate species, C42H36Cl2NO12 in total in a non-equilibrium geometry. The level of theory is the ωB97M-V functional and the def2-TZVPD basis.

The geometry in XYZ format:
```
93
Properties=species:S:1:pos:R:3:lowdin_charge:R:1
Cl -1.141 -0.356 9.204 0.832
Cl 1.592 -2.840 7.019 0.790
O -0.434 -4.867 -0.286 0.124
O 0.968 0.510 -2.766 0.107
O -0.202 2.713 -6.291 0.087
O -2.681 -0.738 -1.466 0.083
O -4.524 0.320 -12.626 0.114
O 1.046 2.464 -11.431 0.112
O -3.589 2.233 -7.780 0.094
O -1.197 -1.685 3.879 0.071
O -1.427 -1.024 -6.603 0.089
O 1.627 3.874 1.267 0.104
O 4.907 1.612 2.957 0.140
O 3.455 0.507 7.923 0.046
N 1.468 -0.534 8.953 -0.005
C 0.123 3.873 -8.310 0.021
C -4.802 2.100 -11.112 0.024
C -3.313 0.457 -9.294 0.021
C 3.817 0.772 6.783 -0.336
C 5.069 2.184 5.237 0.053
C -2.041 0.336 -4.783 0.036
C 3.691 0.215 4.402 0.051
C 4.708 1.910 6.490 0.032
C 0.726 1.298 -9.411 0.026
C -4.311 0.758 -11.517 -0.385
C -2.392 -0.813 -2.645 -0.379
C 1.760 -0.711 10.431 -0.122
C 1.117 1.284 -1.847 -0.381
C 4.588 1.361 4.094 -0.364
C -1.719 -0.960 -5.427 -0.358
C -2.352 0.398 -3.493 0.016
C 0.577 2.665 -1.902 0.028
C 0.091 2.653 -7.466 -0.379
C -2.073 -2.112 -3.290 0.027
C -3.548 -0.025 -10.512 0.027
C -1.804 -2.254 1.680 0.030
C -3.807 1.797 -8.891 -0.384
C 0.330 -2.132 12.014 -0.085
C -1.017 -2.417 2.921 -0.376
C 0.415 1.360 -8.119 0.022
C -4.568 2.582 -9.894 0.019
C 0.743 3.511 -0.888 0.026
C 0.209 -1.114 8.493 -0.698
C 3.343 -0.051 5.656 0.012
C 1.449 -2.114 10.955 -0.206
C 1.476 3.108 0.339 -0.384
C 0.435 3.812 -9.602 0.023
C -1.105 -2.680 7.008 -0.085
C -1.616 -3.052 0.634 0.032
C 0.133 -2.115 7.594 -0.665
C -0.608 -4.139 0.664 -0.375
C 1.852 0.883 -0.622 0.024
C -0.006 -3.503 2.958 0.012
C -1.761 -2.180 -4.581 0.035
C 0.763 2.519 -10.255 -0.387
C 2.020 1.728 0.390 0.020
C 0.187 -4.302 1.912 0.031
H 0.918 -5.101 1.916 0.125
H -2.582 1.334 -2.999 0.124
H -1.523 -3.115 -5.072 0.125
H -2.535 -1.455 1.673 0.128
H 0.358 4.522 -0.905 0.124
H -2.756 -0.095 -8.545 0.101
H -5.356 2.654 -11.859 0.123
H 2.278 -0.850 8.408 0.092
H 2.560 1.458 1.287 0.100
H -1.130 -3.751 7.186 0.098
H -3.198 -0.999 -10.829 0.124
H -0.077 -1.141 12.192 0.063
H 0.380 0.480 -7.489 0.106
H -2.186 -2.941 -0.278 0.098
H 2.699 -0.865 5.954 0.046
H 3.349 -0.376 3.562 0.129
H -2.106 -2.991 -2.659 0.112
H 2.351 -2.462 11.444 0.110
H 1.249 -2.814 10.151 0.097
H 1.242 0.076 10.963 0.117
H 1.414 0.471 8.779 0.157
H 2.243 -0.127 -0.607 0.121
H 0.048 2.937 -2.808 0.123
H -0.510 -2.748 11.714 0.073
H 2.820 -0.510 10.548 0.130
H 0.692 -2.487 12.970 0.076
H 0.559 -3.606 3.877 0.103
H -1.010 -2.535 5.934 0.054
H -1.987 -2.180 7.376 0.072
H -0.122 4.804 -7.816 0.122
H 5.041 2.499 7.335 0.128
H 5.719 3.013 4.989 0.134
H -2.000 1.214 -5.414 0.104
H 0.963 0.366 -9.907 0.125
H 0.464 4.689 -10.235 0.123
H -4.915 3.557 -9.578 0.121
```

Output
- charge = +1
- frontier orbital gap (Ha) = 0.2420
- E_LUMO (eV) = -4.574

***

# 2
This record from the OMol25 dataset describes a structure of composition C42H36N3O2RhSSi in a non-equilibrium geometry. The level of theory is the ωB97M-V functional and the def2-TZVPD basis.

The geometry in XYZ format:
```
86
Properties=species:S:1:pos:R:3:mulliken_spin:R:1
Rh 0.463 0.443 0.357 2.680
S -2.434 -0.044 -0.036 0.103
Si 0.274 -1.953 0.248 0.195
O 0.674 0.796 -2.164 0.085
O -1.752 1.101 0.654 0.096
N 0.513 2.646 -0.177 0.129
N 0.628 0.600 2.666 0.115
N 2.585 0.773 0.798 0.084
C -2.049 -4.188 -2.355 -0.004
C 5.262 0.418 1.454 0.012
C 3.643 0.299 4.797 -0.001
C 2.264 0.386 4.444 0.008
C 2.941 0.589 2.092 0.049
C 0.485 4.490 -1.670 0.006
C -2.761 -0.161 -4.059 0.001
C -0.453 -2.679 -1.359 0.050
C -6.337 -0.849 0.519 0.001
C -0.337 0.515 3.565 0.014
C 4.860 0.553 0.137 0.007
C -0.385 -3.141 -3.724 -0.011
C -2.723 -0.528 -2.725 -0.002
C 4.314 -2.996 -0.186 -0.014
C 0.351 3.478 0.845 -0.007
C 2.383 -3.032 1.802 0.063
C -1.463 -4.000 -3.596 0.024
C -2.356 1.783 -2.111 -0.004
C -4.971 -0.957 0.319 0.006
C 4.613 0.311 3.852 0.000
C 1.918 0.535 3.076 -0.018
C 3.516 0.740 -0.147 -0.019
C 3.070 -2.435 -0.421 0.021
C 0.595 3.123 -1.416 -0.030
C 2.086 -2.476 0.562 0.105
C 0.310 5.362 -0.609 -0.005
C 4.592 -3.577 1.042 0.053
C 1.220 0.329 5.377 0.004
C 4.297 0.436 2.468 0.011
C -6.146 1.550 0.510 0.001
C 0.246 4.846 0.678 0.008
C -2.599 1.170 -4.416 0.000
C -2.414 2.144 -3.447 0.003
C -4.213 0.196 0.235 0.025
C -6.919 0.405 0.628 0.000
C 0.112 -2.478 -2.617 0.018
C -1.553 -3.527 -1.247 0.046
C -4.778 1.454 0.315 0.001
C -2.501 0.448 -1.768 -0.007
C 3.625 -3.596 2.035 -0.014
C -0.087 0.392 4.931 0.004
C 0.871 2.149 -2.542 0.027
H 5.064 -2.993 -0.964 -0.001
H -2.644 1.452 -5.456 0.000
H 0.237 6.426 -0.778 0.000
H 5.652 0.224 4.125 0.000
H -0.914 0.360 5.626 0.000
H 3.895 0.216 5.844 0.000
H 1.925 2.251 -2.835 0.004
H -2.883 -4.862 -2.246 0.000
H 6.304 0.303 1.702 0.000
H -1.350 0.569 3.190 -0.005
H -4.164 2.338 0.242 0.001
H -2.216 2.519 -1.334 -0.004
H 2.866 -1.999 -1.387 0.010
H 0.949 -1.806 -2.735 0.017
H -2.009 -3.687 -0.280 0.002
H 0.080 -2.997 -4.686 0.000
H -1.847 -4.522 -4.457 0.001
H 0.264 2.404 -3.417 0.001
H -6.604 2.525 0.579 0.000
H -2.886 -1.551 -2.422 -0.002
H -0.189 0.503 -2.481 -0.031
H 3.831 -4.064 2.986 0.000
H 1.631 -3.068 2.575 0.002
H 0.315 3.031 1.829 0.008
H -0.542 -2.510 1.382 0.068
H 0.128 5.488 1.536 0.001
H 5.575 0.545 -0.668 0.000
H 5.560 -4.020 1.222 0.001
H -2.337 3.182 -3.730 0.000
H 3.176 0.885 -1.165 0.008
H 0.561 4.863 -2.681 0.001
H 1.440 0.243 6.432 0.000
H -7.979 0.489 0.814 0.000
H -6.937 -1.740 0.606 0.000
H -4.498 -1.925 0.238 0.001
H -2.931 -0.911 -4.815 0.000
```

Output
- charge = +2
- frontier orbital gap (spin up / spin down) (Ha) = 0.2539 / 0.2153
- relative energy (zero: lowest compared OMol25 entry of this formula, charge and spin) (kcal per mole) = 0.0
- E_LUMO (spin up / spin down) (eV) = -5.546 / -7.983
- spin multiplicity = 5

***

# 3
This record from the OMol25 dataset describes a structure of composition C42H37BBr2N13OTa in a non-equilibrium geometry. The level of theory is the ωB97M-V functional and the def2-TZVPD basis.

The geometry in XYZ format:
```
97
Properties=species:S:1:pos:R:3:mulliken_spin:R:1
Ta -0.103 0.377 0.718 0.030
Br 5.156 -4.598 -0.887 0.001
Br 0.782 -1.985 -3.399 0.000
O 0.473 -0.844 -0.615 -0.002
N -0.839 2.326 -3.611 0.000
N -1.559 0.599 -1.905 0.002
N -0.370 0.825 3.902 0.269
N -1.123 -1.933 1.259 0.371
N -0.810 0.062 2.967 -0.122
N 1.917 -1.124 1.538 -0.006
N 0.965 1.869 2.294 0.045
N 0.847 1.594 -1.997 0.000
N -1.957 0.340 -0.626 0.001
N -1.144 2.856 -1.128 0.000
N 1.484 1.445 -0.808 -0.003
N -0.903 1.449 -4.620 0.000
N -0.975 2.597 0.197 0.003
C -0.554 3.489 -5.473 0.000
C -1.810 -1.992 2.387 -0.012
C -0.624 3.579 -4.113 0.000
C 3.847 1.132 -0.038 0.002
C 2.268 -1.863 0.458 -0.007
C -2.554 -0.822 4.432 -0.009
C 1.821 -2.342 -1.872 0.000
C -0.799 -3.097 0.578 0.011
C 3.004 1.408 -2.443 0.000
C -2.423 0.020 -2.750 0.001
C -2.641 -3.085 2.767 0.158
C -1.924 3.937 -1.275 0.000
C -0.018 -5.399 -0.780 0.058
C 3.382 -2.741 0.439 -0.003
C 3.746 -2.092 2.726 -0.001
C -0.721 1.480 -7.092 0.000
C 2.910 -3.210 -1.907 -0.003
C 2.633 -1.249 2.642 0.003
C -2.246 4.422 -0.027 -0.001
C 0.584 1.722 3.591 -0.052
C 2.110 3.408 4.343 -0.025
C -0.001 -4.064 1.212 0.060
C 2.472 3.590 3.007 0.059
C -1.637 3.548 0.875 0.004
C 3.674 -3.423 -0.778 0.004
C 1.754 1.591 -2.986 0.000
C 1.870 2.816 2.030 0.026
C 0.406 -5.189 0.526 -0.024
C -3.102 -0.358 -0.683 -0.004
C 1.139 2.478 4.638 0.092
C -3.421 -3.008 3.884 -0.095
C -0.859 -4.476 -1.394 -0.012
C -3.415 -0.604 -2.022 0.001
C -1.693 3.642 2.355 -0.008
C -1.229 -3.321 -0.735 0.045
C 4.126 -2.833 1.629 0.004
C 1.471 -1.677 -0.703 -0.001
C -3.909 -0.693 0.516 -0.006
C -1.747 -0.858 3.274 0.008
C -0.743 2.105 -5.763 0.000
C 2.794 1.308 -1.067 -0.001
C -3.396 -1.863 4.712 0.123
B -0.668 1.847 -2.184 0.002
H -3.836 -1.755 0.752 0.001
H 3.166 -3.701 -2.833 -0.001
H -4.256 -1.151 -2.396 0.000
H -0.853 2.240 -7.860 0.000
H 3.209 4.325 2.725 0.000
H -4.959 -0.482 0.310 0.000
H -0.490 4.432 -3.483 0.000
H 0.303 -3.906 2.236 -0.002
H -1.900 -2.615 -1.197 -0.010
H -2.678 -3.945 2.116 0.001
H -3.595 -0.101 1.378 0.001
H -2.283 0.095 -3.812 0.000
H -4.084 -3.822 4.133 0.003
H -1.254 -4.681 -2.378 0.001
H -4.047 -1.819 5.570 -0.002
H 4.994 -3.473 1.674 0.000
H 3.430 0.917 0.941 -0.002
H -1.884 2.673 2.812 0.003
H 2.568 3.997 5.122 0.002
H -1.473 0.700 -7.186 0.000
H 2.105 2.969 0.988 0.015
H 0.282 -6.293 -1.307 -0.001
H -0.761 4.049 2.749 0.001
H 1.035 -5.916 1.018 0.002
H -2.851 5.274 0.202 0.000
H 4.514 0.322 -0.325 0.000
H -0.433 4.276 -6.190 0.000
H -2.494 4.321 2.637 0.000
H 2.333 -0.651 3.494 -0.003
H 3.941 1.355 -2.959 0.000
H 1.481 1.714 -4.012 0.000
H -2.229 4.294 -2.238 0.000
H -2.507 0.050 5.066 0.006
H 0.788 2.303 5.643 -0.002
H 4.296 -2.145 3.653 0.000
H 4.457 2.034 0.017 0.000
H 0.247 1.001 -7.273 0.000
```

Output
- charge = +3
- frontier orbital gap (spin up / spin down) (Ha) = 0.1632 / 0.1599
- relative energy (zero: lowest compared OMol25 entry of this formula, charge and spin) (kcal per mole) = 25.3
- E_LUMO (spin up / spin down) (eV) = -10.878 / -10.967
- spin multiplicity = 2

***

# 4
This record from the OMol25 dataset describes a structure of composition C42H37BeNP2Si. The level of theory is the ωB97M-V functional and the def2-TZVPD basis.

The geometry in XYZ format:
```
84
Properties=species:S:1:pos:R:3:lowdin_charge:R:1
P -1.986 0.716 2.859 1.149
P 1.506 0.963 -1.649 1.093
Si -0.121 -2.091 -0.251 0.720
N 1.100 1.002 1.105 -0.057
C 2.464 2.175 -0.659 -0.219
C -1.531 3.101 -4.347 -0.073
C -1.383 4.695 2.496 -0.086
C -1.860 -2.702 0.329 -0.322
C 1.986 2.032 0.763 -0.348
C -4.252 -1.629 3.273 -0.072
C -1.683 3.404 2.914 -0.119
C 1.608 -4.395 -0.029 -0.119
C -1.758 1.813 -3.881 -0.069
C -1.675 2.328 2.022 -0.378
C 2.675 -5.136 0.463 -0.095
C 4.129 -0.022 -4.631 -0.078
C -1.100 3.888 0.254 -0.067
C -3.288 -1.596 -1.451 -0.122
C -0.367 3.774 -3.996 -0.078
C -3.020 0.222 0.288 -0.118
C 1.268 -3.149 0.515 -0.358
C 0.356 1.865 -2.717 -0.347
C 2.660 0.083 -2.729 -0.338
C -1.383 2.599 0.683 -0.114
C -2.728 -2.663 -0.879 -0.148
C 2.254 2.791 1.863 -0.043
C 2.059 -2.671 1.568 -0.119
C -1.623 -2.525 2.794 -0.067
C -0.820 1.197 -3.066 -0.088
C 3.129 -3.407 2.068 -0.085
C -2.589 -0.462 1.541 -0.402
C -2.143 -2.523 4.027 -0.080
C -3.322 -0.231 -0.935 -0.109
C -3.727 -1.490 1.918 -0.123
C -0.173 0.278 3.119 -0.264
C -2.292 -1.944 1.601 -0.345
C 3.236 0.688 -3.844 -0.079
C 1.502 2.228 2.940 -0.048
C 0.573 3.159 -3.181 -0.103
C 3.872 -1.946 -3.206 -0.066
C 0.813 1.155 2.449 -0.381
C -1.096 4.942 1.160 -0.084
C 3.439 -4.641 1.513 -0.096
C -3.483 -2.033 4.292 -0.101
C 4.446 -1.339 -4.312 -0.077
C 2.976 -1.237 -2.416 -0.079
Be 0.556 -0.024 0.025 0.116
H -4.451 -1.569 1.117 0.138
H -0.192 4.780 -4.354 0.106
H -3.249 1.269 0.451 0.093
H -3.806 -1.751 -2.392 0.097
H 4.115 -2.971 -2.955 0.109
H -0.877 5.948 0.824 0.099
H 2.904 3.652 1.902 0.100
H -0.024 0.292 4.198 0.083
H 2.986 1.710 -4.105 0.104
H -3.740 0.509 -1.611 0.098
H -0.087 -2.561 -1.673 -0.013
H -2.669 1.291 -4.143 0.107
H -1.590 -2.991 4.833 0.106
H -3.882 -2.092 5.296 0.099
H -5.300 -1.402 3.431 0.108
H 1.468 2.584 3.959 0.105
H -2.825 -3.608 -1.404 0.108
H 3.723 -3.012 2.882 0.102
H 4.576 0.449 -5.497 0.105
H -1.008 0.196 -2.689 0.091
H 5.138 -1.892 -4.934 0.105
H -1.742 -3.752 0.617 0.112
H 3.523 1.941 -0.777 0.095
H -1.367 1.801 -0.051 0.072
H -0.043 -0.756 2.803 0.039
H -1.383 5.505 3.214 0.100
H 2.913 -6.098 0.026 0.099
H 2.527 -1.716 -1.553 0.072
H 1.848 -1.699 2.007 0.079
H -0.885 4.066 -0.797 0.096
H 1.470 3.699 -2.904 0.100
H -1.928 3.223 3.955 0.093
H 1.025 -4.793 -0.853 0.095
H -2.265 3.587 -4.976 0.106
H 2.309 3.192 -1.017 0.077
H -0.695 -3.060 2.614 0.107
H 4.276 -5.214 1.893 0.099
```

Output
- frontier orbital gap (Ha) = 0.2774
- relative energy (zero: lowest compared OMol25 entry of this formula, charge and spin) (kcal per mole) = 76.5
- E_LUMO (eV) = 0.373